No. 1
The following is a DFT calculation (ωB97M-V/def2-TZVPD) of the ion C4H9NO2 with charge -1 in a non-equilibrium geometry.

Each line ends with the Mulliken spin population.
Atoms and positions in Å:
O: 2.95389 0.02993 -0.76582  0.26
C: 2.10204 0.05065 0.18562  0.62
C: 0.58570 -0.18851 -0.15369  -0.05
C: -0.53895 0.66944 0.46836  0.13
C: -1.66386 -0.23206 1.04185  -0.01
O: -1.10836 1.55370 -0.47059  -0.02
N: 0.39616 -0.34475 -1.60066  0.03
H: 2.33540 0.46467 1.20563  0.01
H: 0.43134 -1.16974 0.32978  0.04
H: -0.07972 1.22000 1.32393  0.02
H: -2.49022 0.32224 1.50560  0.00
H: -1.41844 -0.93148 1.83495  0.00
H: -1.94067 -0.81714 0.16059  -0.01
H: -1.09803 0.99690 -1.26775  0.00
H: 0.19179 -1.32117 -1.79962  -0.02
H: 1.34193 -0.30268 -1.99817  -0.02

Forces on atoms 1 to 3 (eV/Å):
O 0.68 -0.07 -0.67
C -1.29 0.85 0.66
C 0.90 -1.28 0.82

Kohn-Sham gap (spin up / spin down)	3.80 / 7.43	eV
ΔE to the lowest compared entry with this formula, charge and spin	28.45	kcal/mol
⟨S²⟩	0.754
multiplicity	2
strongest force on any atom	1.797	eV/Å
lowest unoccupied orbital energy (spin up / spin down)	4.0102 / 3.9819	eV
total charge	-1

=====

No. 2
The following is a DFT calculation (ωB97M-V/def2-TZVPD) of a cluster of 3 separate species, C33H22BIO5 in total in a non-equilibrium geometry.

Each line ends with the Löwdin charge.
Atoms and positions in Å:
C: -1.06057 3.45163 3.70984  0.08
C: -1.77842 2.47366 3.87702  -0.17
C: -2.52943 1.10140 4.05797  -0.19
B: -1.84579 0.38889 5.34188  -0.81
I: -1.97952 1.31014 7.30467  0.83
C: -1.02113 -1.01210 5.17484  -0.15
C: 0.41240 -0.56564 4.61348  -0.22
O: 0.67582 -0.61702 3.42026  0.02
H: -0.27859 4.17151 3.34506  0.06
H: -3.63885 1.27062 4.23177  0.11
H: -2.33343 0.42946 3.15711  0.11
H: -0.91077 -1.49891 6.19492  0.10
H: -1.54840 -1.69087 4.42753  0.12
H: 1.13661 -0.15548 5.39506  0.14
C: 6.29805 -6.56676 -0.33887  -0.06
C: 6.30614 -6.33891 1.03500  -0.06
C: 5.51351 -5.33710 1.57868  0.00
C: 4.71791 -4.55046 0.74871  -0.08
C: 4.72841 -4.76300 -0.63039  -0.08
C: 5.51198 -5.78084 -1.17052  0.00
C: 3.92434 -3.90130 -1.53145  -0.28
O: 3.93053 -4.08905 -2.73416  0.10
C: 3.12080 -2.80326 -0.94327  -0.09
C: 2.40530 -1.94921 -1.78001  0.00
C: 1.63873 -0.92523 -1.23752  -0.06
C: 1.57682 -0.75646 0.14421  -0.05
C: 2.29201 -1.60155 0.98022  0.00
C: 3.07347 -2.62075 0.43986  -0.08
C: 3.86117 -3.49461 1.34151  -0.28
O: 3.81120 -3.34576 2.54892  0.10
H: 6.91070 -7.35560 -0.76155  0.11
H: 6.93020 -6.94532 1.68230  0.11
H: 5.51953 -5.16718 2.64966  0.12
H: 5.51352 -5.95891 -2.24012  0.12
H: 2.44707 -2.07760 -2.85605  0.12
H: 1.08653 -0.25829 -1.89116  0.11
H: 0.97270 0.03853 0.56839  0.10
H: 2.24266 -1.46058 2.05278  0.09
C: -2.49959 0.14591 -0.66932  -0.06
C: -3.29094 -0.35577 -1.69988  -0.06
C: -3.77103 0.49564 -2.68588  0.00
C: -3.47137 1.85543 -2.63888  -0.08
C: -2.69865 2.36194 -1.59311  -0.08
C: -2.20415 1.50168 -0.61485  0.00
C: -2.41265 3.81475 -1.50303  -0.28
O: -1.73567 4.25649 -0.59347  0.10
C: -2.97266 4.72038 -2.53499  -0.08
C: -2.76144 6.09388 -2.43320  0.00
C: -3.27059 6.94883 -3.40170  -0.06
C: -3.98501 6.43470 -4.48101  -0.06
C: -4.20263 5.06748 -4.58360  0.00
C: -3.70549 4.20781 -3.60612  -0.08
C: -3.97414 2.75318 -3.70675  -0.28
O: -4.60194 2.30318 -4.64732  0.10
H: -2.11724 -0.52173 0.09569  0.10
H: -3.53136 -1.41271 -1.73458  0.11
H: -4.38244 0.09909 -3.48890  0.12
H: -1.59181 1.88826 0.19305  0.12
H: -2.20326 6.50006 -1.59688  0.12
H: -3.10934 8.01800 -3.31764  0.11
H: -4.37612 7.10259 -5.24072  0.11
H: -4.76366 4.67285 -5.42347  0.12

Forces on atoms 1 to 3 (eV/Å):
C 0.12 -1.11 -0.62
C 0.18 -0.51 -0.26
C 0.86 1.16 0.17

Kohn-Sham gap	8.58	eV
ΔE to the lowest compared entry with this formula, charge and spin	15.71	kcal/mol
SMILES string	O=C1c2ccccc2C(=O)c2ccccc21.O=C1c2ccccc2C(=O)c2ccccc21.C#CCB(I)CC=O
strongest force on any atom	2.232	eV/Å
lowest unoccupied orbital energy	-1.0329	eV
total charge	0

=====

No. 3
The following is a DFT calculation (ωB97M-V/def2-TZVPD) of a structure of composition C18H33CaNO3P2 in a non-equilibrium geometry.

Each line ends with the Löwdin charge.
Atoms and positions in Å:
C: -1.65365 3.86648 -2.18597  -0.14
C: -1.63296 3.45277 -3.62202  -0.25
H: -1.03606 4.76332 -2.04313  0.13
H: -2.67634 4.16095 -1.90431  0.13
C: -1.45922 2.17576 -4.02967  -0.25
C: -1.31627 1.04467 -3.05166  -0.10
H: -0.24818 0.76154 -2.98464  0.15
H: -1.84266 0.15232 -3.41837  0.11
C: -1.81097 4.53430 -4.64369  -0.04
H: -2.07442 5.48079 -4.15549  0.09
H: -2.61012 4.30803 -5.37017  0.10
H: -0.89068 4.70820 -5.22871  0.10
C: -1.34799 1.84143 -5.48483  -0.05
H: -0.60585 2.47424 -5.99596  0.09
H: -2.30424 1.98212 -6.01421  0.10
H: -1.03956 0.79723 -5.61472  0.08
Ca: 0.55260 -0.76080 1.63016  1.36
O: -0.46870 0.43880 0.11011  -0.13
C: -1.45264 0.33523 -0.66813  -0.28
O: -0.93675 -2.15860 0.81521  -0.10
C: -2.00025 -1.92315 0.18493  -0.41
O: -3.02581 -2.72777 0.17976  0.14
N: -2.25521 -0.79089 -0.61107  0.11
C: -4.08152 -2.16510 -0.68351  -0.04
C: -3.50454 -0.97513 -1.36705  -0.07
H: -4.92153 -1.86680 -0.05796  0.15
H: -4.36541 -2.94536 -1.38946  0.15
H: -4.12706 -0.08414 -1.28521  0.14
H: -3.29198 -1.17741 -2.42111  0.14
C: -1.80158 1.41215 -1.63967  -0.22
C: -1.18284 2.76347 -1.23342  -0.13
H: -2.90505 1.50025 -1.64882  0.16
H: -0.08399 2.69320 -1.28544  0.13
H: -1.47409 3.00523 -0.19987  0.13
C: 3.22331 0.77564 2.27352  -0.35
P: 3.76158 -0.60819 1.17153  0.87
C: 5.24594 -0.90910 2.17252  -0.31
C: 3.03532 -2.39397 1.62181  -0.43
C: 2.61583 -3.06414 2.95494  -0.41
P: 0.96209 -2.61061 3.67167  0.78
C: 0.67577 -3.85348 4.97290  -0.26
C: 1.52317 -1.18799 4.68995  -0.29
H: 3.96756 1.58595 2.13661  0.07
H: 3.27292 0.51350 3.33758  0.03
H: 2.25685 1.24044 1.99727  0.02
H: 4.89267 -1.12215 3.19465  0.04
H: 5.81582 -1.76066 1.77395  0.06
H: 5.91976 -0.03957 2.24490  0.06
H: 2.23726 -2.53524 0.85802  0.04
H: 3.90502 -2.96710 1.25124  0.08
H: 2.49594 -4.15168 2.78260  0.10
H: 3.37653 -2.95131 3.74242  0.08
H: 1.55569 -3.98389 5.62315  0.07
H: -0.17974 -3.53523 5.58854  0.06
H: 0.41244 -4.82699 4.53439  0.06
H: 2.55876 -1.36922 5.02029  0.06
H: 1.49674 -0.22258 4.14584  0.00
H: 0.84825 -1.09978 5.55782  0.06

Forces on atoms 1 to 3 (eV/Å):
C -0.30 -0.16 0.51
C 0.12 -1.05 -0.72
H -0.09 -0.20 -0.05

Kohn-Sham gap	6.97	eV
strongest force on any atom	2.867	eV/Å
lowest unoccupied orbital energy	-6.1409	eV
total charge	+2

=====

No. 4
The following is a DFT calculation (ωB97M-V/def2-TZVPD) of a structure of composition C21H22FeN6O3S in a non-equilibrium geometry.

Each line ends with the Mulliken spin population.
Atoms and positions in Å:
Fe: -1.08637 -16.04916 -9.04050  3.80
C: -0.43794 -17.55211 -4.97347  0.00
C: -0.78103 -17.32852 -6.41097  -0.03
N: -0.64739 -16.13291 -7.02028  0.05
N: -0.17841 -15.13597 -6.35377  -0.02
C: -0.22953 -13.98453 -7.07930  0.00
O: -0.60220 -13.98022 -8.32093  0.04
C: 0.17713 -12.84797 -6.26392  0.01
C: 0.20502 -11.56610 -6.79921  0.00
C: 0.43555 -10.49810 -5.92487  0.00
C: 0.67951 -10.69725 -4.56854  0.00
C: 0.72397 -11.98283 -4.03487  0.00
C: 0.50096 -13.06159 -4.90417  0.00
C: -1.20612 -18.40430 -7.26016  0.00
C: -1.48788 -19.69405 -6.78255  0.00
C: -1.93627 -20.64103 -7.72086  0.00
C: -2.15295 -20.30211 -9.08191  -0.01
C: -1.86879 -18.97996 -9.45117  0.01
N: -1.42856 -18.04425 -8.55756  0.01
H: -0.14532 -16.59468 -4.55581  0.00
H: -1.27289 -17.98930 -4.44076  0.00
H: 0.43703 -18.25269 -4.94730  0.00
H: 0.01725 -11.45439 -7.86912  0.00
H: 0.34011 -9.44785 -6.23920  0.00
H: 0.91183 -9.87716 -3.90545  0.00
H: 0.91215 -12.19176 -2.99531  0.00
H: 0.58995 -14.08611 -4.53069  0.00
H: -1.18358 -19.96995 -5.80870  0.00
H: -2.12240 -21.64906 -7.37130  0.00
H: -2.47741 -21.00698 -9.85072  0.00
H: -1.97459 -18.65643 -10.51050  0.00
O: 0.89096 -16.50473 -9.20633  0.06
N: 1.43668 -16.43067 -10.44049  -0.01
C: 2.76456 -16.71985 -10.56050  0.00
C: 3.32831 -16.79000 -11.81113  0.00
C: 2.52660 -16.67472 -12.95290  0.00
C: 1.19167 -16.29679 -12.82595  0.00
C: 0.61228 -16.14184 -11.53441  -0.01
S: -0.99494 -15.60638 -11.43391  0.07
H: 3.29176 -16.89498 -9.63903  0.00
H: 4.42259 -16.96006 -11.89094  0.00
H: 2.88016 -16.88041 -13.95031  0.00
H: 0.52942 -16.12209 -13.68937  0.00
C: -6.09218 -13.88836 -9.72693  0.00
N: -5.07819 -14.80450 -9.26870  0.00
C: -3.75918 -14.63289 -9.28789  -0.01
N: -3.25674 -13.41163 -9.53704  0.00
O: -3.01869 -15.67401 -9.16308  0.03
H: -6.76471 -14.28805 -10.50082  0.00
H: -5.56136 -13.04158 -10.16077  0.00
H: -6.77957 -13.51688 -8.92734  0.00
H: -5.33834 -15.75860 -9.06114  0.00
H: -3.84002 -12.57403 -9.59669  0.00
H: -2.24560 -13.27102 -9.28761  0.00

Forces on atoms 1 to 3 (eV/Å):
Fe 1.28 0.82 -0.31
C 0.99 -0.38 -0.71
C 0.70 2.50 -0.50

Kohn-Sham gap (spin up / spin down)	6.85 / 6.60	eV
ΔE to the lowest compared entry with this formula, charge and spin	0.00	kcal/mol
⟨S²⟩	6.037
multiplicity	5
strongest force on any atom	4.168	eV/Å
lowest unoccupied orbital energy (spin up / spin down)	-0.0472 / 0.0041	eV
total charge	0

=====

No. 5
The following is a DFT calculation (ωB97M-V/def2-TZVPD) of the ion C4H9ClN with charge +1 in a non-equilibrium geometry.

Each line ends with the Löwdin charge.
Atoms and positions in Å:
C: -0.27612 1.01205 -1.02017  -0.02
C: -1.21459 0.71636 0.12042  -0.59
C: 1.08785 0.30656 0.89426  0.00
C: 0.06410 -1.55592 -0.32733  0.04
N: 0.03470 -0.05442 -0.07249  -0.33
Cl: -2.72755 -0.17001 0.08667  0.75
H: -0.45819 0.63111 -2.02715  0.14
H: 0.37365 1.90670 -0.92718  0.14
H: -0.96772 1.57071 0.98938  0.20
H: 0.56879 0.38415 1.93989  0.16
H: 1.94258 -0.39115 0.71524  0.12
H: 1.44752 1.28437 0.62317  0.09
H: 0.79026 -2.08814 0.27145  0.10
H: -0.89577 -1.82369 0.13566  0.07
H: 0.23049 -1.72869 -1.40182  0.12

Forces on atoms 1 to 3 (eV/Å):
C -0.61 -0.26 -1.11
C 0.90 2.33 1.63
C 0.06 0.01 1.59

Kohn-Sham gap	12.77	eV
ΔE to the lowest compared entry with this formula, charge and spin	33.46	kcal/mol
SMILES string	C[N+]1(C)C[C@H]1Cl
strongest force on any atom	3.730	eV/Å
lowest unoccupied orbital energy	-2.9550	eV
total charge	+1

=====

No. 6
The following is a DFT calculation (ωB97M-V/def2-TZVPD) of a cluster of 3 separate species, C4H15N3S in total in a non-equilibrium geometry.

Each line ends with the Löwdin charge.
Atoms and positions in Å:
C: 1.35756 1.48215 -0.71348  -0.36
C: 0.88405 1.25950 -2.14913  -0.62
S: -0.04203 -0.28667 -2.49103  0.63
N: 1.98158 0.28240 -0.11603  -0.02
H: 0.53953 1.82903 -0.07506  0.08
H: 2.11158 2.27104 -0.71864  0.11
H: 1.80356 1.29934 -2.75127  0.07
H: 0.27590 2.09554 -2.48976  0.06
H: 2.92174 0.18686 -0.51363  0.07
H: 1.52447 -0.50723 -0.57175  -0.02
N: -0.21885 -1.90886 0.81570  -0.02
C: -1.15959 -1.32891 1.76447  -0.30
C: -0.94452 0.14937 2.08804  -0.31
N: -1.90120 0.57230 3.10494  -0.02
H: -0.91958 0.06034 -0.82633  0.12
H: -0.34287 -1.58295 -0.13831  -0.04
H: 0.73515 -1.72902 1.10313  0.05
H: -2.16101 -1.43290 1.33067  0.11
H: -1.07384 -1.91236 2.69225  0.11
H: 0.09625 0.27330 2.43515  0.11
H: -1.14802 0.71575 1.17169  0.07
H: -1.95641 -0.03806 3.90747  0.06
H: -1.82134 1.53385 3.40012  0.06

Forces on atoms 1 to 3 (eV/Å):
C 0.22 -0.63 0.28
C 0.46 0.52 -0.49
S -1.51 1.44 3.88

Kohn-Sham gap	8.16	eV
ΔE to the lowest compared entry with this formula, charge and spin	50.62	kcal/mol
strongest force on any atom	4.405	eV/Å
lowest unoccupied orbital energy	-0.7176	eV
total charge	0

=====

No. 7
The following is a DFT calculation (ωB97M-V/def2-TZVPD) of the molecule C3H2N2S in a non-equilibrium geometry.

Each line ends with the Löwdin charge.
Atoms and positions in Å:
C: -0.24653 0.00200 -0.00876  -0.89
C: 1.70613 0.73019 0.00224  -0.10
C: 1.70163 -0.73251 -0.00055  -0.11
H: 2.64735 1.22297 0.02380  0.10
H: 2.68914 -1.25837 0.03860  0.13
N: 0.48822 1.17415 -0.00638  0.07
N: 0.49760 -1.15647 -0.00743  0.06
S: -1.95029 -0.00541 0.00479  0.75

Forces on atoms 1 to 3 (eV/Å):
C -5.14 0.20 -0.01
C -0.87 -0.18 0.00
C 1.51 -0.15 0.17

Kohn-Sham gap	6.95	eV
ΔE to the lowest compared entry with this formula, charge and spin	18.05	kcal/mol
SMILES string	S=C1N=CC=N1
strongest force on any atom	5.139	eV/Å
lowest unoccupied orbital energy	-2.5718	eV
total charge	0

=====

No. 8
The following is a DFT calculation (ωB97M-V/def2-TZVPD) of a structure of composition C20H39IrN4O5 in a non-equilibrium geometry.

Each line ends with the Mulliken spin population.
Atoms and positions in Å:
Ir: -0.09198 0.09528 -0.23401  0.08
C: 1.75489 -2.75422 1.78682  0.02
C: 1.30137 -1.37775 2.25295  0.03
C: 2.49499 -0.38894 2.27110  0.08
C: 3.27277 0.07190 1.07699  0.72
C: 3.64111 1.51985 0.94754  0.01
C: 4.39802 -0.85910 0.68537  0.01
N: 1.79868 -0.34108 -1.61183  0.03
C: 1.81349 0.46303 -2.84240  0.01
C: 0.47061 1.17643 -3.01264  0.00
N: -0.70923 0.49486 -2.40203  0.00
C: -1.79027 1.48815 -2.11180  0.00
C: -2.60409 1.08881 -0.87058  0.00
O: -3.80279 1.02104 -0.88953  0.00
O: -1.86311 0.92504 0.21528  0.00
C: -1.23853 -0.62706 -3.27518  0.00
C: -2.72245 -0.94158 -3.07414  0.00
C: -0.41378 -1.92532 -3.24348  0.00
C: -0.55209 -2.95816 -2.09306  0.00
C: -1.74170 -3.90705 -2.28474  0.00
C: 0.72929 -3.79703 -2.10215  0.00
N: -0.63643 -2.24207 -0.79726  0.00
C: -0.96297 -3.01429 0.40238  0.00
C: -0.99522 -2.12199 1.64708  0.00
N: -0.05350 -0.98711 1.65316  -0.06
C: -0.54704 0.16915 2.42842  0.00
C: 0.07217 1.63467 2.27809  -0.01
O: 0.22144 2.18875 3.33244  0.00
O: 0.52011 2.35754 1.21819  0.00
H: 2.63407 -3.03947 2.36013  0.00
H: 2.01621 -2.76121 0.72621  -0.01
H: 1.00768 -3.52640 1.96060  0.00
H: 1.07461 -1.43137 3.32555  0.01
H: 3.22631 -0.95797 2.86394  0.01
H: 2.24178 0.46855 2.90004  0.02
H: 3.62413 2.00659 1.92853  0.00
H: 2.94099 2.08220 0.32812  0.02
H: 4.63994 1.62080 0.52379  0.01
H: 5.20031 -0.71272 1.42332  0.02
H: 4.82606 -0.61943 -0.29057  0.01
H: 4.12819 -1.91548 0.71403  0.00
H: 2.48751 -1.08237 -1.57912  0.00
H: 0.91525 -0.83663 -1.71631  -0.02
H: 2.01486 -0.19857 -3.69021  0.00
H: 2.60585 1.20961 -2.81269  0.00
H: 0.31969 1.32286 -4.08675  0.00
H: 0.52842 2.15774 -2.55103  0.00
H: -2.47041 1.61133 -2.95016  0.00
H: -1.32319 2.44641 -1.89984  0.00
H: -1.12661 -0.24013 -4.29314  0.00
H: -2.98505 -1.16461 -2.04058  0.00
H: -2.96430 -1.81497 -3.67635  0.00
H: -3.37898 -0.13797 -3.39246  0.00
H: 0.64253 -1.71112 -3.40535  0.00
H: -0.71230 -2.45794 -4.14963  0.00
H: -1.74965 -4.30234 -3.30012  0.00
H: -2.69926 -3.42176 -2.10238  0.00
H: -1.66168 -4.75718 -1.60680  0.00
H: 0.85204 -4.28743 -3.06815  0.00
H: 0.70124 -4.57669 -1.34055  0.00
H: 1.60781 -3.17402 -1.92461  0.00
H: -1.41227 -1.57885 -0.88784  0.00
H: -0.25703 -3.83095 0.53053  0.00
H: -1.95827 -3.45741 0.31278  0.00
H: -0.80870 -2.71641 2.54301  0.00
H: -1.99832 -1.70275 1.73897  0.00
H: -0.31360 0.13690 3.49600  0.00
H: -1.62008 0.27683 2.30568  0.00
O: 0.31103 1.98368 -0.16361  0.00

Forces on atoms 1 to 3 (eV/Å):
Ir -0.41 -1.87 -3.96
C -0.11 -0.02 -0.13
C 0.07 -0.54 0.31

Kohn-Sham gap (spin up / spin down)	6.65 / 8.68	eV
ΔE to the lowest compared entry with this formula, charge and spin	192.12	kcal/mol
⟨S²⟩	0.754
multiplicity	2
strongest force on any atom	4.403	eV/Å
lowest unoccupied orbital energy (spin up / spin down)	-3.4430 / -3.4403	eV
total charge	+1